# 1
The following is a quantum chemistry calculation of a molecular structure, C2H6BF4O2Tl at a distorted geometry, from the Open Molecules 2025 dataset.

Total charge: +1
<S²>: 0.76
Multiplicity: 2
LUMO (alpha / beta) in eV: -4.2 / -11.5
Calculated total energy in eV: -22500.0407
HOMO-LUMO gap (alpha / beta) in Ha: 0.3677 / 0.0977

Cartesian coordinates (Å):
Tl  0.90  -1.10  -0.51
F  -0.25  -1.21  -5.11
F  1.35  -2.64  -4.13
F  -0.34  -2.10  -2.92
F  1.04  -0.54  -3.50
O  -1.04  -0.60  1.62
O  0.92  1.60  1.08
C  -0.16  1.57  1.97
C  -0.44  0.21  2.57
B  0.41  -1.68  -3.96
H  -1.01  2.16  1.63
H  1.12  2.50  0.79
H  -1.19  0.30  3.36
H  0.19  2.29  2.71
H  -1.98  -0.44  1.56
H  0.48  -0.32  2.83



# 2
The following is a quantum chemistry calculation of a molecular structure, C12H29AuNP2 at a distorted geometry, from the Open Molecules 2025 dataset.

Total charge: +1
<S²>: 2.03
Multiplicity: 3
LUMO (alpha / beta) in eV: -3.7 / -3.9
Calculated total energy in eV: -36659.8908
HOMO-LUMO gap (alpha / beta) in Ha: 0.1333 / 0.2885

Cartesian coordinates (Å):
Au  0.48  -0.08  -0.88
P  0.38  -2.40  -1.28
P  0.48  2.23  -1.30
N  -0.20  0.10  1.00
C  0.51  0.69  2.02
C  0.02  -2.81  -3.04
C  1.90  -3.39  -0.96
C  -0.01  0.75  3.31
C  -0.92  -3.35  -0.38
C  -1.43  -0.42  1.24
C  -0.03  2.66  -3.02
C  -0.64  3.29  -0.28
C  -1.81  0.23  4.97
C  2.10  3.12  -1.15
C  -1.98  -0.39  2.53
C  -1.26  0.19  3.57
H  0.57  1.21  4.10
H  1.60  0.37  -0.10
H  -0.74  -0.07  -2.00
H  2.83  2.61  -1.80
H  -1.90  -2.90  -0.60
H  -1.06  2.29  -3.18
H  2.45  3.05  -0.10
H  2.74  -2.95  -1.53
H  -0.74  -3.27  0.71
H  -2.81  -0.25  5.03
H  0.64  2.14  -3.72
H  0.01  3.75  -3.19
H  1.48  1.13  1.86
H  2.01  4.18  -1.44
H  1.77  -4.45  -1.25
H  -0.60  4.35  -0.58
H  -0.02  -3.91  -3.20
H  -0.35  3.20  0.78
H  -1.12  -0.31  5.65
H  -0.95  -2.36  -3.32
H  -2.96  -0.82  2.70
H  -1.91  1.28  5.31
H  -1.99  -0.87  0.44
H  -1.67  2.91  -0.38
H  1.58  -0.52  -0.09
H  0.80  -2.36  -3.68
H  2.14  -3.34  0.12
H  1.56  -0.10  -2.23
H  -0.92  -4.42  -0.67



# 3
The following is a quantum chemistry calculation of C6H13OP in the gas phase at a distorted geometry, from the Open Molecules 2025 dataset.

SMILES string: C[C@@H]1C[C@H](C)[P@@]1(C)=O
LUMO in eV: 0.9
Calculated total energy in eV: -17767.5844
HOMO-LUMO gap in Ha: 0.3648

Cartesian coordinates (Å):
P  -0.31  1.52  -0.36
O  -1.06  2.73  -0.71
C  -0.75  -0.94  -0.51
C  -0.04  0.01  -1.43
C  -1.49  -0.01  0.52
C  1.27  -0.54  -1.90
C  -1.51  -0.58  1.90
C  1.38  1.91  0.48
H  1.86  -0.23  -2.85
H  -1.53  -1.52  -0.91
H  -0.56  -0.39  2.45
H  -0.73  0.16  -2.24
H  -1.71  -1.66  1.82
H  1.63  2.70  -0.29
H  2.06  1.08  0.46
H  1.98  -0.37  -0.93
H  1.11  -1.65  -2.07
H  -2.37  0.11  0.08
H  0.02  -1.66  -0.07
H  1.18  2.55  1.37
H  -2.37  -0.07  2.48



> calculated total energy of number 3 (C6H13OP)?

-17767.5844 eV